{
  "formula": "C40H55BrF9N4O3SiSn",
  "method": "wB97M-V/def2-TZVPD",
  "species": ["Sn", "C", "C", "C", "C", "C", "N", "C", "C", "C", "N", "C", "C", "C", "C", "C", "C", "C", "C", "N", "C", "C", "C", "N", "C", "C", "C", "C", "O", "C", "O", "H", "H", "H", "H", "H", "H", "H", "H", "H", "H", "H", "H", "H", "H", "H", "H", "H", "H", "H", "H", "H", "H", "H", "H", "H", "H", "H", "H", "C", "C", "C", "C", "Si", "Br", "C", "C", "C", "C", "C", "C", "C", "C", "H", "H", "H", "H", "H", "H", "H", "H", "H", "H", "H", "H", "H", "H", "H", "H", "H", "H", "H", "H", "H", "H", "H", "H", "H", "H", "H", "F", "C", "F", "F", "C", "O", "C", "F", "F", "F", "C", "F", "F", "F"],
  "positions_angstrom": [[-0.927, -0.708, 1.957], [2.276, 3.900, -2.920], [1.409, 3.241, -1.912], [0.010, 3.146, -2.114], [-0.822, 2.539, -1.204], [-2.218, 2.526, -1.542], [-3.183, 1.983, -0.885], [-4.577, 2.011, -1.367], [-5.456, 3.107, -0.760], [-5.529, 3.182, 0.762], [-5.810, 1.860, 1.348], [-5.233, 1.335, 2.370], [-4.365, 2.032, 3.300], [-4.695, 3.224, 3.890], [-3.933, 3.732, 4.972], [-4.321, 4.990, 5.660], [-2.802, 3.003, 5.400], [-2.392, 1.840, 4.802], [-1.178, 1.164, 5.286], [-0.485, 0.410, 4.544], [0.707, -0.190, 5.134], [1.977, 0.419, 4.551], [2.284, 0.006, 3.116], [1.366, 0.610, 2.147], [1.872, 1.437, 1.335], [1.163, 2.026, 0.195], [1.935, 2.670, -0.743], [-0.286, 1.955, 0.023], [-1.059, 1.472, 0.880], [-3.184, 1.283, 3.712], [-2.919, 0.213, 3.135], [1.748, 4.687, -3.457], [2.591, 3.155, -3.660], [3.179, 4.307, -2.468], [-0.408, 3.575, -3.019], [-2.498, 3.040, -2.459], [-2.928, 1.405, -0.080], [-4.982, 1.019, -1.195], [-4.546, 2.155, -2.446], [-6.456, 2.960, -1.175], [-5.129, 4.090, -1.103], [-6.311, 3.881, 1.058], [-4.587, 3.522, 1.192], [-6.450, 1.260, 0.832], [-5.406, 0.277, 2.536], [-5.594, 3.756, 3.603], [-5.245, 5.410, 5.271], [-3.527, 5.736, 5.560], [-4.440, 4.812, 6.732], [-2.231, 3.393, 6.235], [-0.903, 1.368, 6.326], [0.680, -1.259, 4.903], [0.704, -0.087, 6.223], [2.815, 0.100, 5.173], [1.930, 1.509, 4.617], [2.189, -1.080, 3.012], [3.317, 0.267, 2.869], [2.929, 1.712, 1.398], [3.005, 2.730, -0.578], [4.606, -0.187, -0.627], [4.634, -1.657, -1.081], [4.868, -2.494, 0.185], [5.841, -1.843, -2.020], [3.030, -2.202, -1.978], [1.343, -1.349, -0.609], [2.729, -1.330, -3.659], [3.520, -2.047, -4.767], [1.245, -1.291, -4.056], [3.202, 0.131, -3.615], [2.696, -4.074, -1.983], [3.948, -4.810, -2.494], [1.516, -4.426, -2.901], [2.339, -4.617, -0.590], [5.517, 0.019, -0.057], [3.753, 0.007, 0.028], [4.578, 0.519, -1.456], [5.754, -2.112, 0.700], [5.054, -3.545, -0.031], [4.027, -2.428, 0.880], [6.757, -1.590, -1.479], [5.793, -1.191, -2.893], [5.945, -2.870, -2.370], [3.174, -3.067, -4.933], [4.591, -2.084, -4.562], [3.387, -1.506, -5.709], [0.806, -2.278, -4.185], [1.157, -0.770, -5.015], [0.644, -0.750, -3.322], [4.280, 0.226, -3.496], [2.710, 0.685, -2.807], [2.943, 0.608, -4.566], [4.284, -4.452, -3.469], [3.715, -5.872, -2.607], [4.783, -4.740, -1.797], [1.714, -4.207, -3.950], [0.600, -3.915, -2.601], [1.327, -5.502, -2.834], [3.056, -4.350, 0.183], [2.310, -5.710, -0.638], [1.351, -4.280, -0.273], [-4.718, -0.639, 0.340], [-4.212, -1.912, 0.278], [-5.092, -2.639, -0.378], [-4.145, -2.328, 1.545], [-2.793, -1.872, -0.359], [-2.080, -0.832, 0.176], [-2.904, -1.647, -1.896], [-3.388, -2.699, -2.535], [-1.723, -1.326, -2.408], [-3.731, -0.596, -2.139], [-2.117, -3.264, -0.115], [-1.635, -3.299, 1.150], [-2.971, -4.266, -0.254], [-1.092, -3.450, -0.932]],
  "spin_multiplicity": 1,
  "homo_lumo_gap_ev": [4.4, 4.3],
  "e_lumo_ev": [-10.77, -10.88],
  "total_charge": 3
}

***

{
  "formula": "C3H5NO",
  "method": "wB97M-V/def2-TZVPD",
  "species": ["C", "C", "C", "N", "O", "H", "H", "H", "H", "H"],
  "positions_angstrom": [[0.736, 1.411, 1.052], [0.259, 0.527, 0.203], [-0.899, -1.198, -0.819], [-0.950, -0.098, 0.070], [-0.865, -1.413, 0.549], [1.797, 1.829, 1.015], [0.180, 1.821, 1.941], [1.480, -0.148, -1.255], [-1.881, -1.456, -1.447], [0.143, -1.275, -1.309]],
  "relative_energy_kcal_mol": 178.3,
  "spin_multiplicity": 1,
  "homo_lumo_gap_ev": [8.9, 8.9],
  "e_lumo_ev": [-0.26, -0.26],
  "total_charge": 0
}

***

{
  "formula": "C7H10O",
  "method": "wB97M-V/def2-TZVPD",
  "species": ["C", "C", "C", "C", "C", "C", "C", "O", "H", "H", "H", "H", "H", "H", "H", "H", "H", "H"],
  "positions_angstrom": [[-1.159, 0.624, 2.117], [-1.037, 0.073, 0.964], [0.145, -0.040, 0.122], [1.368, 0.893, 0.498], [0.546, -1.247, -0.600], [0.178, -2.431, -0.119], [-0.277, 0.939, -0.962], [0.147, 0.969, -2.218], [-2.118, 0.736, 2.764], [-0.478, 1.189, 2.667], [-2.020, -0.461, 0.506], [1.027, 1.806, 1.028], [1.944, 1.285, -0.538], [2.032, 0.102, 1.169], [0.882, -1.206, -1.677], [0.000, -2.467, 1.046], [0.166, -3.317, -0.796], [-1.194, 1.724, -0.541]],
  "relative_energy_kcal_mol": 115.6,
  "spin_multiplicity": 1,
  "smiles": "C=CC(C)(C=C)C=O",
  "homo_lumo_gap_ev": 10.1,
  "e_lumo_ev": 0.56,
  "total_charge": 0
}

***

{
  "formula": "C13H20F5N2",
  "method": "wB97M-V/def2-TZVPD",
  "species": ["C", "C", "C", "C", "C", "N", "C", "C", "N", "C", "C", "C", "C", "F", "F", "C", "F", "F", "F", "C", "H", "H", "H", "H", "H", "H", "H", "H", "H", "H", "H", "H", "H", "H", "H", "H", "H", "H", "H", "H"],
  "positions_angstrom": [[-0.536, 4.660, -0.318], [-1.344, 3.398, -0.960], [-2.571, 4.004, -1.836], [-1.971, 2.480, 0.238], [-2.285, 0.988, -0.250], [-1.726, -0.110, 0.592], [-2.629, -1.108, 1.190], [-1.653, -2.098, 1.860], [-0.293, -1.599, 1.714], [0.850, -2.332, 2.333], [1.710, -3.229, 1.319], [2.697, -2.405, 0.356], [2.551, -2.736, -1.203], [1.680, -1.729, -1.768], [1.993, -4.012, -1.491], [3.969, -2.683, -2.009], [4.522, -4.008, -2.006], [4.885, -1.758, -1.465], [3.681, -2.378, -3.372], [-0.346, -0.362, 0.977], [0.519, 4.330, 0.031], [-0.384, 5.483, -1.106], [-1.080, 5.096, 0.596], [-0.648, 2.760, -1.625], [-2.906, 3.250, -2.650], [-3.471, 4.247, -1.147], [-2.225, 4.977, -2.339], [-2.984, 2.969, 0.515], [-1.310, 2.555, 1.167], [-3.432, 0.854, -0.285], [-1.920, 0.918, -1.357], [-3.764, -1.172, 1.161], [-1.841, -3.061, 2.438], [1.540, -1.650, 2.963], [0.385, -3.065, 3.101], [0.991, -3.938, 0.786], [2.385, -3.901, 1.979], [2.641, -1.260, 0.510], [3.786, -2.684, 0.642], [0.534, 0.314, 0.721]],
  "relative_energy_kcal_mol": 113.3,
  "spin_multiplicity": 1,
  "smiles": "CC(C)CCn1cc[n+](CCCC(F)(F)C(F)(F)F)c1",
  "homo_lumo_gap_ev": 9.8,
  "e_lumo_ev": -3.64,
  "total_charge": 1
}

***

Number 1: electronic energy -5977.75315 hartree. Number 2: electronic energy -247.02311 hartree. Number 3: electronic energy -347.77901 hartree. Number 4: electronic energy -1115.81335 hartree.